Below is a 2-piece molecular cluster, C3H5N overall, with properties calculated with wB97M-V/def2-TZVPD.

Cartesian coordinates (Å):
C 0.875 1.224 -0.588
C 0.313 0.312 0.202
C -0.629 -0.685 -0.025
N -0.940 -1.451 0.891
H 1.742 1.874 -0.262
H 0.552 1.277 -1.633
H 0.593 0.299 1.679
H -0.928 -0.712 -1.010
H -1.578 -2.140 0.747

Calculated values
HOMO level = -9.89 eV
Charge = 0
Gap between HOMO and LUMO = 10.50 eV
Relative energy (zero: lowest compared OMol25 entry of this formula, charge and spin) = 283.8 kJ/mol

***

Below is a 2-piece molecular cluster, C3H5N overall, with properties calculated with wB97M-V/def2-TZVPD.

Cartesian coordinates (Å):
C -2.511 0.630 0.181
C -2.440 -0.546 0.059
C 1.378 -0.899 0.334
N 0.994 0.171 -0.392
H -2.786 1.646 0.489
H 0.214 -0.041 -1.056
H -2.487 -1.667 0.012
H 2.210 -0.762 1.009
H 1.345 1.060 -0.227

Calculated values
HOMO level (spin up / spin down) = -6.00 / -10.58 eV
Charge = 0
Gap between HOMO and LUMO (spin up / spin down) = 7.20 / 10.42 eV
Relative energy (zero: lowest compared OMol25 entry of this formula, charge and spin) = 215.8 kJ/mol
Spin multiplicity = 3

***

Below is a 2-piece molecular cluster, C3H5N2 overall, with properties calculated with wB97M-V/def2-TZVPD.

Cartesian coordinates (Å):
C 1.772 0.819 -0.703
C 1.874 0.506 0.443
C -1.417 -1.236 0.519
N -2.022 0.971 -0.052
N -1.715 -0.075 0.303
H 2.082 1.406 -1.611
H -1.612 1.645 -0.686
H 1.526 0.290 1.394
H -1.763 -1.930 -0.206
H -0.815 -1.323 1.487

Calculated values
HOMO level = -14.61 eV
Charge = +1
Gap between HOMO and LUMO = 8.25 eV
Relative energy (zero: lowest compared OMol25 entry of this formula, charge and spin) = 678.7 kJ/mol

***

Below is an isolated ion of composition C3H5N2 and charge +1, with properties calculated with wB97M-V/def2-TZVPD.

Cartesian coordinates (Å):
C 0.702 0.621 -0.876
N 0.475 -0.504 -0.375
C -0.425 -0.698 0.802
C -1.265 0.494 0.593
N -1.484 1.419 -0.045
H 1.464 0.671 -1.648
H 0.397 1.544 -0.286
H 0.995 -1.319 -0.596
H 0.134 -0.620 1.628
H -0.992 -1.608 0.803

Calculated values
HOMO level = -17.11 eV
SMILES = C=[NH+]CC#N
Charge = +1
Gap between HOMO and LUMO = 11.27 eV
Relative energy (zero: lowest compared OMol25 entry of this formula, charge and spin) = 343.5 kJ/mol

***

Below is C3H5N2O2 as an isolated structure, with properties calculated with wB97M-V/def2-TZVPD.

Cartesian coordinates (Å):
C -1.328 -0.830 -1.577
C -0.814 0.581 -2.059
C 0.899 0.119 0.836
N 1.167 0.288 -0.303
N -1.409 -1.869 -1.118
O -1.573 1.427 -2.194
O 0.135 0.008 1.693
H 0.239 0.492 -2.528
H 0.835 -2.833 -1.679
H 0.516 -2.814 -0.934
H 1.834 0.772 -0.829
H -1.407 -2.795 -0.777

Calculated values
HOMO level (spin up / spin down) = -13.15 / -15.15 eV
Charge = +1
Gap between HOMO and LUMO (spin up / spin down) = 8.23 / 5.73 eV
Relative energy (zero: lowest compared OMol25 entry of this formula, charge and spin) = 374.1 kJ/mol
Spin multiplicity = 3

***

Below is an isolated ion of composition C3H5N2O3 and charge -1, with properties calculated with wB97M-V/def2-TZVPD.

Cartesian coordinates (Å):
N 1.768 0.014 1.636
C 1.717 -0.547 0.393
O 2.502 -1.387 0.007
C 0.640 0.105 -0.563
N -0.528 0.710 0.050
C -1.823 0.399 -0.468
O -2.774 0.574 0.314
O -1.833 0.054 -1.678
H 1.066 0.641 1.967
H 2.378 -0.299 2.358
H 0.281 -0.631 -1.376
H 1.053 0.872 -1.243
H -0.457 0.824 1.078

Calculated values
HOMO level = -4.11 eV
SMILES = NC(=O)CNC(=O)[O-]
Charge = -1
Gap between HOMO and LUMO = 7.64 eV
Relative energy (zero: lowest compared OMol25 entry of this formula, charge and spin) = 77.9 kJ/mol

***

Below is a 2-piece molecular cluster, C3H5N2O3 overall, with properties calculated with wB97M-V/def2-TZVPD.

Cartesian coordinates (Å):
C 1.866 -0.581 0.221
C 0.987 0.146 -0.741
C -0.219 0.676 -0.372
N -2.914 -0.810 -0.797
N -2.909 -0.062 0.058
O -3.401 0.667 0.898
O 1.479 -0.511 1.517
O -0.828 0.456 0.678
H 2.841 -0.064 0.045
H 1.995 -1.614 -0.283
H 1.251 0.412 -1.723
H -0.679 1.428 -1.075
H 0.532 -0.144 1.574

Calculated values
HOMO level = -2.59 eV
Charge = -1
Gap between HOMO and LUMO = 6.67 eV
Relative energy (zero: lowest compared OMol25 entry of this formula, charge and spin) = 535.2 kJ/mol

***

Below is a 2-piece molecular cluster, C3H5N2O3PS overall, with properties calculated with wB97M-V/def2-TZVPD.

Cartesian coordinates (Å):
O 0.566 -2.201 -0.193
C -0.040 -1.033 -0.038
C -1.404 -0.842 0.268
C -1.568 0.519 0.295
N -0.375 1.077 0.023
N 0.572 0.139 -0.178
H 1.530 -2.075 -0.273
H -2.131 -1.605 0.447
H -2.438 1.111 0.489
H -0.131 2.051 -0.015
O 3.572 -1.432 -0.064
P 4.142 -0.083 -0.111
O 3.024 1.007 -0.334
S 5.969 0.515 0.012
H 2.062 0.630 -0.320

Calculated values
HOMO level = -9.59 eV
SMILES = Oc1cc[nH]n1.O=P(O)=S
Charge = 0
Gap between HOMO and LUMO = 9.86 eV
Relative energy (zero: lowest compared OMol25 entry of this formula, charge and spin) = 0.0 kJ/mol